# 1
{
  "formula": "C2H6N4O2",
  "method": "ωB97M-V with the def2-TZVPD basis set",
  "de_lowest_ev": 6.650,
  "spin_multiplicity": 1,
  "energy_ha": -449.0768,
  "elements": ["C", "C", "H", "H", "H", "H", "H", "H", "N", "N", "N", "N", "O", "O"],
  "coordinates": [[0.21948, 0.51147, -0.14527], [-1.53662, -1.30332, -0.12502], [2.85267, -0.59415, 1.07867], [3.21656, -0.06973, -0.59464], [-0.10909, 2.62699, -0.34631], [-2.21087, 0.52103, 0.42847], [0.58296, -1.28513, -0.44234], [-1.38597, -2.44327, -0.28894], [2.48745, -0.40035, 0.01700], [1.54787, 0.81213, 0.15752], [-0.66541, 1.61432, 0.29096], [-0.28294, -0.77191, -0.11884], [-2.14320, 1.51688, -0.25422], [-2.57288, -0.73496, 0.34296]],
  "forces_ev_per_a": [[2.430, 3.921, 4.667], [-0.315, -0.753, 2.256], [-0.806, 0.844, -3.643], [0.440, 0.146, 0.385], [-2.385, -3.947, 2.722], [-1.575, 2.715, -2.518], [-1.349, -0.601, 0.556], [-1.218, 1.779, -0.106], [-1.906, 0.325, 3.373], [-2.754, -2.406, -2.473], [1.036, 2.885, -4.855], [1.669, -0.342, -2.151], [4.009, -1.851, 2.911], [2.722, -2.715, -1.126]],
  "mulliken_charge": [0.287, 0.237, 0.273, 0.243, 0.347, 0.460, 0.396, 0.298, -0.549, -0.435, -0.343, -0.174, -0.535, -0.505]
}

---

# 2
{
  "formula": "C2H10N2O2",
  "method": "ωB97M-V with the def2-TZVPD basis set",
  "de_lowest_ev": 1.191,
  "spin_multiplicity": 1,
  "energy_ha": -342.1501,
  "elements": ["N", "C", "C", "N", "H", "H", "H", "H", "H", "H", "O", "H", "H", "O", "H", "H"],
  "coordinates": [[-0.39143, -1.24704, 1.46358], [-0.64908, -1.42024, 0.07242], [0.11702, -0.96171, -0.90994], [0.21669, -1.41492, -2.25380], [0.27072, -0.50301, 1.63901], [-1.24319, -1.14296, 1.96876], [-1.64395, -1.83558, -0.06074], [0.66538, -0.02427, -0.79947], [1.10714, -1.12970, -2.62176], [0.15799, -2.42447, -2.30120], [1.33410, 1.50400, 1.80033], [1.27330, 2.07731, 2.56656], [0.94196, 2.06096, 1.08958], [-0.33368, 2.20726, -0.42988], [-0.88935, 1.39582, -0.39487], [-0.93364, 2.85855, -0.82861]],
  "forces_ev_per_a": [[0.293, 0.258, -1.310], [-0.960, 0.172, 1.163], [0.604, 0.972, -0.795], [-0.773, -0.238, 0.330], [0.108, 0.161, 0.314], [-0.417, 0.293, 0.535], [0.483, -1.080, -0.531], [0.697, -0.632, 0.641], [0.068, 0.022, -0.216], [-0.041, 0.134, -0.114], [-0.331, 0.583, -0.613], [0.091, -0.043, 0.291], [0.188, -0.625, 0.319], [-1.045, -0.320, -0.204], [0.628, 0.472, 0.011], [0.408, -0.129, 0.179]],
  "mulliken_charge": [-0.437, -0.332, -0.089, -0.590, 0.243, 0.235, 0.263, 0.227, 0.260, 0.240, -0.636, 0.297, 0.350, -0.669, 0.339, 0.297]
}

---

Number 1: molecular weight 118.10 g/mol. Number 2: molecular weight 94.11 g/mol.